1.
A molecular structure, C6H5NO in a non-equilibrium geometry, computed with wB97M-V/def2-TZVPD.

Last column: Mulliken charge in e.
Positions of all 13 atoms, in Å:
C 1.59 0.39 -1.08  -0.1704
C 0.48 0.64 0.56  0.6776
C -0.26 0.38 1.75  -0.6296
C -1.71 -0.72 0.37  -0.1379
C -1.03 -0.52 -0.84  -0.6970
C 0.19 0.02 -0.62  0.4234
H 1.81 0.99 -2.06  0.2219
H 2.39 -0.44 -1.08  0.1856
H -0.08 0.74 2.81  0.3507
H -2.60 -1.23 0.20  0.3918
H -1.15 -1.03 -1.76  0.3753
N -1.32 -0.37 1.59  -0.5571
O 1.70 1.15 0.17  -0.4343

## Properties
calculated total energy	-361.53301	Eh
HOMO level	-8.88	eV
ΔE to the lowest compared entry with this formula, charge and spin	134.46	kJ/mol
F_max	2.481	eV/Å

2.
2 unconnected molecules or ions with the total composition C8H16O4Si in a non-equilibrium geometry, computed with wB97M-V/def2-TZVPD.

Last column: Mulliken charge in e.
Positions of all 29 atoms, in Å:
C 2.34 -0.68 -1.11  0.7470
C 0.97 2.31 0.67  0.4137
C 3.62 0.06 -1.36  -0.8450
C 0.12 2.69 1.81  -0.8412
C -3.62 0.32 -0.81  -1.0532
C -2.70 -0.88 -0.78  -0.6889
C -1.63 -0.86 0.35  0.2711
C -0.58 -1.90 -0.04  -0.7159
O 1.57 -0.98 -1.99  -0.5751
O 1.11 2.79 -0.41  -0.4201
O 2.93 -1.33 1.66  -0.5260
O 0.52 -1.78 0.85  -0.2672
Si 1.78 -0.82 0.63  0.1635
H 4.40 -0.44 -2.11  0.3005
H 3.23 1.01 -1.79  0.2664
H 3.91 0.31 -0.26  0.1972
H -0.79 2.04 1.79  0.2046
H 0.73 2.47 2.71  0.2870
H -0.20 3.73 1.76  0.3533
H -4.35 0.12 -1.65  0.3023
H -4.01 0.69 0.21  0.2851
H -2.87 1.14 -1.05  0.2615
H -3.12 -1.82 -0.65  0.4285
H -2.06 -0.75 -1.64  0.3717
H -1.08 0.21 0.45  -0.4648
H -2.13 -1.06 1.26  0.5102
H -0.89 -2.98 0.13  0.2341
H -0.24 -1.62 -0.97  0.4727
H 3.02 -1.99 2.34  0.3269

## Properties
calculated total energy	-904.78616	Eh
HOMO level (alpha / beta)	-6.84 / -7.55	eV
ΔE to the lowest compared entry with this formula, charge and spin	517.95	kJ/mol
F_max	3.512	eV/Å

3.
A molecular structure, C4H4LiNaO in a non-equilibrium geometry, computed with wB97M-V/def2-TZVPD.

Last column: Mulliken spin population.
Positions of all 11 atoms, in Å:
C 3.61 0.17 0.18  -0.0317
C 4.48 -0.76 0.23  0.9527
O 1.19 3.10 -0.49  0.0194
C 2.33 1.79 0.13  0.0517
C 1.79 2.04 -1.24  0.0037
H 1.68 1.37 0.91  0.0005
H 3.12 2.45 0.53  0.0026
H 1.10 1.26 -1.58  0.0003
H 2.55 2.33 -1.97  -0.0018
Na -1.19 3.10 -0.21  0.0009
Li 1.86 4.83 -0.81  0.0018

## Properties
calculated total energy	-399.39496	Eh
<S²>	0.77
net charge	+1
HOMO level (alpha / beta)	-11.46 / -11.00	eV
spin multiplicity	2
F_max	5.778	eV/Å

4.
2 unconnected molecules or ions with the total composition C6H12N2O in a non-equilibrium geometry, computed with wB97M-V/def2-TZVPD.

Last column: Mulliken charge in e.
Positions of all 21 atoms, in Å:
C 1.53 -1.35 -1.09  -0.3735
C -1.20 -0.30 0.47  0.3410
C 0.82 1.56 -1.99  -1.1987
C 1.29 1.84 0.59  -1.1565
C -2.09 -2.30 1.47  -0.9249
C 1.13 1.00 -0.61  0.7649
N -1.79 0.60 1.11  -0.5784
N 1.76 -0.19 -0.66  -0.3344
O -1.33 -1.68 0.46  -0.2915
H 2.37 -1.99 -1.16  0.3379
H 0.50 -1.59 -1.33  0.2809
H 1.74 2.10 -2.47  0.3124
H 0.02 2.39 -1.83  0.2850
H 0.60 0.78 -2.71  0.3827
H 2.25 1.57 1.00  0.3618
H 0.47 1.49 1.28  0.2272
H 1.44 2.89 0.49  0.3579
H -1.87 -3.29 1.60  0.2803
H -3.11 -2.10 1.28  0.3420
H -1.93 -1.87 2.47  0.3611
H -2.61 0.42 1.62  0.2229

## Properties
calculated total energy	-420.35886	Eh
HOMO level (alpha / beta)	-7.92 / -6.32	eV
ΔE to the lowest compared entry with this formula, charge and spin	590.84	kJ/mol
F_max	3.093	eV/Å

5.
2 unconnected molecules or ions with the total composition C2H3NO4 in a non-equilibrium geometry, computed with wB97M-V/def2-TZVPD.

Last column: Mulliken charge in e.
Positions of all 10 atoms, in Å:
C 1.38 0.93 -1.05  -0.2733
O 1.01 -0.34 -1.12  -0.3335
C 0.39 0.36 0.03  0.3317
O -0.72 0.91 -0.06  -0.4253
O -1.32 -0.73 1.53  -0.2627
N -2.11 -1.42 0.92  0.5421
O -2.82 -2.33 1.32  -0.4185
H 2.43 1.04 -0.83  0.2543
H 0.82 1.58 -1.69  0.2408
H 0.93 0.00 0.95  0.3443

## Properties
calculated total energy	-433.39301	Eh
HOMO level (alpha / beta)	-8.37 / -8.37	eV
ΔE to the lowest compared entry with this formula, charge and spin	972.91	kJ/mol
F_max	2.477	eV/Å